{
  "formula": "C5H7NO",
  "method": "the ωB97M-V functional and the def2-TZVPD basis",
  "species": ["C", "C", "C", "N", "C", "O", "C", "H", "H", "H", "H", "H", "H", "H"],
  "coordinates": [[-1.781, -0.670, 0.255], [-0.602, 0.150, -0.283], [-0.694, 1.582, 0.038], [-0.620, 2.689, 0.364], [0.734, -0.232, 0.412], [0.728, -0.488, 1.592], [2.002, -0.139, -0.397], [-1.724, -0.719, 1.345], [-2.739, -0.233, -0.037], [-1.735, -1.690, -0.141], [-0.526, 0.048, -1.373], [2.827, -0.537, 0.197], [2.205, 0.915, -0.623], [1.926, -0.673, -1.349]],
  "lowdin_charge": [-0.048, -0.285, -0.194, 0.168, -0.423, 0.107, -0.002, 0.085, 0.086, 0.087, 0.144, 0.089, 0.097, 0.087],
  "gap_ev": 10.892,
  "de_lowest_ev": 0.613,
  "smiles": "CC(=O)[C@@H](C)C#N",
  "homo_ev": -10.3
}